{
  "formula": "C15H20N4O2S",
  "method": "ωB97M-V/def2-TZVPD",
  "smiles": "CCOC(=O)c1sc2nccc(N(C)C)c2c1/N=C/N(C)C",
  "relative_energy_kcal_mol": 91.4,
  "lumo_energy_ev": 0.28,
  "mol_weight_g_mol": 320.4,
  "energy_ev": -36766.9199,
  "homo_ev": -8.0,
  "elements": ["C", "C", "O", "C", "O", "C", "S", "C", "N", "C", "C", "C", "N", "C", "C", "C", "C", "N", "C", "N", "C", "C", "H", "H", "H", "H", "H", "H", "H", "H", "H", "H", "H", "H", "H", "H", "H", "H", "H", "H", "H", "H"],
  "xyz": [[-1.852, -4.602, -2.066], [-1.867, -3.592, -3.190], [-0.880, -2.530, -2.741], [-0.500, -1.624, -3.632], [-0.677, -1.810, -4.831], [0.375, -0.695, -3.120], [1.754, 0.013, -4.094], [2.095, 1.004, -2.701], [3.077, 1.774, -2.751], [3.245, 2.666, -1.808], [2.397, 2.739, -0.786], [1.376, 1.822, -0.598], [0.567, 2.013, 0.525], [-0.622, 2.945, 0.467], [0.756, 1.208, 1.764], [1.250, 0.929, -1.627], [0.165, -0.014, -1.952], [-0.858, -0.202, -1.071], [-0.578, -1.011, -0.102], [-1.659, -1.529, 0.641], [-1.527, -2.095, 1.960], [-3.017, -1.205, 0.234], [-2.551, -5.281, -2.216], [-2.079, -4.102, -1.145], [-0.915, -5.210, -2.003], [-2.754, -3.045, -3.500], [-1.541, -4.121, -4.034], [3.943, 3.504, -1.920], [2.561, 3.568, -0.095], [-0.901, 3.170, 1.485], [-0.159, 3.825, -0.107], [-1.473, 2.580, -0.099], [1.481, 0.392, 1.581], [1.122, 1.913, 2.547], [-0.137, 0.736, 2.091], [0.449, -1.157, 0.206], [-1.621, -3.134, 1.879], [-0.580, -1.827, 2.493], [-2.494, -1.780, 2.509], [-3.286, -0.428, 0.941], [-3.705, -2.008, 0.186], [-3.024, -0.615, -0.699]]
}

***

{
  "formula": "C18H15Cl3N2O4S",
  "method": "ωB97M-V/def2-TZVPD",
  "smiles": "Cc1c(CCO)c(=O)n(-c2ccccc2)n1S(=O)(=O)c1c(Cl)cc(Cl)cc1Cl",
  "relative_energy_kcal_mol": 2.0,
  "lumo_energy_ev": -0.14,
  "mol_weight_g_mol": 461.8,
  "energy_ev": -78480.8063,
  "homo_ev": -8.7,
  "elements": ["C", "C", "C", "C", "C", "O", "C", "O", "N", "C", "C", "C", "C", "C", "C", "N", "S", "O", "O", "C", "C", "Cl", "C", "C", "Cl", "C", "C", "Cl", "H", "H", "H", "H", "H", "H", "H", "H", "H", "H", "H", "H", "H", "H", "H"],
  "xyz": [[2.101, 2.716, 0.179], [1.090, 1.821, 0.788], [0.519, 1.842, 2.011], [0.684, 2.774, 3.166], [2.087, 2.750, 3.793], [3.021, 3.558, 3.113], [-0.385, 0.694, 2.113], [-1.076, 0.328, 3.038], [-0.240, 0.032, 0.907], [-0.775, -1.210, 0.548], [-2.102, -1.503, 0.837], [-2.621, -2.731, 0.469], [-1.830, -3.660, -0.186], [-0.501, -3.373, -0.452], [0.034, -2.155, -0.078], [0.619, 0.712, 0.045], [-0.345, 1.261, -1.316], [-1.599, 1.688, -0.794], [0.402, 2.182, -2.107], [-0.522, -0.259, -2.284], [-1.745, -0.856, -2.576], [-3.212, -0.202, -2.007], [-1.795, -2.018, -3.339], [-0.619, -2.569, -3.821], [-0.680, -4.008, -4.745], [0.610, -1.976, -3.564], [0.644, -0.823, -2.795], [2.148, -0.105, -2.445], [2.766, 2.142, -0.462], [2.678, 3.196, 0.964], [1.618, 3.471, -0.441], [-0.041, 2.462, 3.920], [0.448, 3.798, 2.859], [2.017, 3.065, 4.843], [2.496, 1.738, 3.763], [2.737, 4.477, 3.177], [-2.706, -0.773, 1.350], [-3.652, -2.960, 0.690], [-2.244, -4.613, -0.478], [0.126, -4.104, -0.939], [1.074, -1.929, -0.258], [-2.748, -2.476, -3.546], [1.524, -2.401, -3.944]]
}

***

{
  "formula": "C28H36N4O5",
  "method": "ωB97M-V/def2-TZVPD",
  "smiles": "COc1cc(NC(=O)C2CC2)c(OC)cc1NC(=O)CCC(=O)NC1CCN(Cc2ccccc2)CC1",
  "relative_energy_kcal_mol": 22.0,
  "lumo_energy_ev": 0.66,
  "mol_weight_g_mol": 508.6,
  "energy_ev": -45819.1603,
  "homo_ev": -7.3,
  "elements": ["C", "O", "C", "C", "C", "N", "C", "O", "C", "C", "C", "C", "O", "C", "C", "C", "N", "C", "O", "C", "C", "C", "O", "N", "C", "C", "C", "N", "C", "C", "C", "C", "C", "C", "C", "C", "C", "H", "H", "H", "H", "H", "H", "H", "H", "H", "H", "H", "H", "H", "H", "H", "H", "H", "H", "H", "H", "H", "H", "H", "H", "H", "H", "H", "H", "H", "H", "H", "H", "H", "H", "H", "H"],
  "xyz": [[2.321, -2.117, 0.232], [1.666, -1.226, 1.102], [0.399, -1.536, 1.517], [-0.338, -2.610, 1.047], [-1.625, -2.843, 1.516], [-2.413, -3.912, 1.080], [-2.130, -4.865, 0.150], [-1.093, -4.924, -0.482], [-3.234, -5.855, -0.029], [-2.838, -7.279, -0.330], [-3.421, -6.438, -1.408], [-2.184, -1.984, 2.474], [-3.462, -2.289, 2.884], [-4.052, -1.465, 3.862], [-1.446, -0.912, 2.947], [-0.159, -0.678, 2.479], [0.633, 0.380, 2.933], [0.260, 1.451, 3.676], [-0.858, 1.641, 4.113], [1.392, 2.446, 3.896], [1.607, 3.293, 2.636], [2.275, 2.471, 1.543], [3.118, 1.628, 1.790], [1.870, 2.755, 0.291], [2.341, 2.031, -0.874], [2.915, 2.986, -1.918], [3.370, 2.184, -3.147], [2.350, 1.344, -3.727], [1.492, 1.934, -4.738], [0.521, 3.002, -4.287], [-0.755, 2.663, -3.850], [-1.630, 3.636, -3.399], [-1.244, 4.965, -3.386], [0.017, 5.317, -3.837], [0.890, 4.342, -4.287], [1.733, 0.485, -2.743], [1.209, 1.215, -1.498], [2.405, -3.115, 0.672], [1.807, -2.190, -0.732], [3.315, -1.699, 0.087], [0.060, -3.286, 0.311], [-3.310, -3.943, 1.545], [-4.117, -5.694, 0.576], [-1.779, -7.483, -0.373], [-3.432, -8.070, 0.102], [-2.753, -6.075, -2.174], [-4.429, -6.632, -1.742], [-3.482, -1.483, 4.795], [-4.144, -0.433, 3.514], [-5.044, -1.880, 4.035], [-1.846, -0.234, 3.679], [1.585, 0.350, 2.582], [1.115, 3.090, 4.731], [2.319, 1.921, 4.132], [2.276, 4.125, 2.875], [0.657, 3.704, 2.291], [1.145, 3.437, 0.139], [3.124, 1.357, -0.509], [3.764, 3.531, -1.502], [2.147, 3.708, -2.204], [3.748, 2.860, -3.916], [4.194, 1.527, -2.841], [0.932, 1.110, -5.192], [2.153, 2.353, -5.504], [-1.067, 1.628, -3.869], [-2.617, 3.356, -3.061], [-1.926, 5.725, -3.035], [0.320, 6.354, -3.843], [1.870, 4.625, -4.647], [0.925, -0.072, -3.220], [2.498, -0.233, -2.423], [0.835, 0.488, -0.776], [0.391, 1.884, -1.770]]
}

***

{
  "formula": "C4H7NO",
  "method": "ωB97M-V/def2-TZVPD",
  "smiles": "CN1C[C@H]1C=O",
  "relative_energy_kcal_mol": 55.4,
  "lumo_energy_ev": 0.89,
  "mol_weight_g_mol": 85.1,
  "energy_ev": -7797.2422,
  "homo_ev": -9.4,
  "elements": ["C", "N", "C", "C", "C", "O", "H", "H", "H", "H", "H", "H", "H"],
  "xyz": [[1.439, 0.241, -0.514], [0.620, 0.394, 0.678], [-0.606, 1.133, 0.573], [-0.636, -0.350, 0.766], [-0.995, -1.283, -0.340], [-1.417, -2.397, -0.141], [2.268, 0.945, -0.441], [0.932, 0.436, -1.471], [1.842, -0.774, -0.529], [-0.844, 1.760, 1.428], [-0.907, 1.554, -0.388], [-0.876, -0.733, 1.755], [-0.818, -0.925, -1.376]]
}

***

{
  "formula": "C3H5N",
  "method": "ωB97M-V/def2-TZVPD",
  "relative_energy_kcal_mol": 97.9,
  "lumo_energy_ev": 0.52,
  "mol_weight_g_mol": 55.1,
  "energy_ev": -4677.6115,
  "homo_ev": -10.1,
  "elements": ["C", "C", "C", "N", "H", "H", "H", "H", "H"],
  "xyz": [[0.980, 0.767, -0.014], [-0.525, 0.542, 0.091], [-0.041, -0.882, 0.147], [1.342, -0.499, -0.024], [1.432, 1.718, -0.214], [-1.002, 0.970, 0.986], [-1.004, 0.483, -0.907], [-0.338, -1.392, 1.030], [-0.843, -1.706, -1.096]]
}

***

{
  "formula": "C21H34BClIrN6O4S3",
  "method": "ωB97M-V/def2-TZVPD",
  "total_charge": 2,
  "relative_energy_kcal_mol": 0.7,
  "spin_multiplicity": 6,
  "lumo_energy_ev": [-5.20, -9.23],
  "mol_weight_g_mol": 769.2,
  "energy_ev": -87982.2050,
  "homo_ev": [-13.8, -13.9],
  "elements": ["Ir", "C", "C", "C", "C", "N", "C", "C", "N", "B", "N", "C", "C", "N", "C", "S", "C", "C", "C", "C", "N", "C", "C", "N", "C", "S", "C", "C", "C", "C", "C", "S", "H", "H", "H", "H", "H", "H", "H", "H", "H", "H", "H", "H", "H", "H", "H", "H", "H", "H", "H", "H", "H", "H", "H", "H", "H", "H", "H", "H", "H", "H", "H", "H", "H", "H", "O", "Cl", "O", "O", "O"],
  "xyz": [[1.760, -0.080, -1.568], [-1.753, 5.541, -0.647], [-0.370, 4.939, -0.408], [0.381, 5.671, 0.702], [0.436, 5.013, -1.696], [-0.591, 3.510, 0.079], [-1.333, 3.305, 1.228], [-1.382, 1.982, 1.460], [-0.674, 1.355, 0.452], [-0.469, -0.144, 0.297], [-1.498, -0.906, -0.506], [-2.850, -1.024, -0.246], [-3.389, -1.780, -1.221], [-2.378, -2.125, -2.098], [-1.228, -1.585, -1.652], [0.314, -1.737, -2.459], [-2.598, -2.954, -3.356], [-2.268, -2.095, -4.575], [-1.744, -4.216, -3.273], [-4.067, -3.356, -3.417], [-0.025, -0.806, 1.636], [-0.751, -1.340, 2.627], [0.119, -1.773, 3.615], [1.371, -1.497, 3.220], [1.311, -0.904, 1.973], [2.610, -0.442, 1.030], [2.625, -1.834, 4.029], [2.181, -2.468, 5.342], [3.376, -0.539, 4.320], [3.456, -2.839, 3.234], [-0.192, 2.310, -0.382], [0.729, 1.992, -1.831], [-1.631, 6.562, -1.008], [-2.356, 5.587, 0.259], [-2.298, 4.978, -1.405], [0.554, 6.699, 0.388], [1.349, 5.205, 0.890], [-0.181, 5.704, 1.635], [0.520, 6.069, -1.949], [-0.060, 4.517, -2.528], [1.445, 4.623, -1.582], [-1.759, 4.118, 1.785], [-1.858, 1.442, 2.259], [0.540, -0.329, -0.318], [-3.326, -0.532, 0.585], [-4.406, -2.086, -1.366], [-1.219, -1.815, -4.623], [-2.878, -1.191, -4.586], [-2.500, -2.667, -5.472], [-0.677, -4.006, -3.292], [-1.970, -4.843, -4.134], [-1.980, -4.784, -2.372], [-4.731, -2.494, -3.501], [-4.363, -3.971, -2.566], [-4.204, -3.956, -4.314], [-1.826, -1.405, 2.602], [-0.110, -2.254, 4.547], [1.571, -1.793, 5.944], [3.079, -2.685, 5.918], [1.658, -3.413, 5.193], [2.741, 0.171, 4.852], [3.769, -0.067, 3.423], [4.224, -0.776, 4.962], [2.863, -3.715, 2.968], [4.278, -3.172, 3.865], [3.887, -2.408, 2.333], [5.011, 1.046, -3.290], [4.209, -0.095, -3.132], [4.789, -1.300, -3.556], [2.866, 0.097, -3.699], [3.870, -0.234, -1.625]]
}

***

{
  "formula": "C17H18IN2ORhS",
  "method": "ωB97M-V/def2-TZVPD",
  "total_charge": 2,
  "relative_energy_kcal_mol": 13.5,
  "lumo_energy_ev": [-9.57, -9.56],
  "mol_weight_g_mol": 528.2,
  "energy_ev": -44877.1583,
  "homo_ev": [-14.5, -14.5],
  "elements": ["Rh", "C", "C", "C", "C", "C", "C", "C", "C", "C", "S", "C", "N", "H", "H", "H", "H", "H", "H", "H", "H", "C", "C", "O", "H", "H", "H", "H", "H", "H", "I", "C", "C", "C", "C", "N", "C", "H", "H", "H", "H"],
  "xyz": [[0.008, -0.387, -0.018], [-2.018, 2.173, -0.109], [-0.624, 2.669, -0.041], [-0.363, 4.050, 0.043], [0.927, 4.501, 0.091], [1.981, 3.568, 0.044], [3.345, 3.930, 0.067], [4.350, 2.976, -0.026], [4.021, 1.637, -0.135], [2.667, 1.238, -0.129], [2.236, -0.374, -0.233], [1.642, 2.211, -0.041], [0.375, 1.770, -0.071], [-2.700, 2.949, -0.451], [-2.350, 1.841, 0.879], [-2.074, 1.338, -0.803], [-1.194, 4.741, 0.055], [1.145, 5.561, 0.146], [3.602, 4.979, 0.152], [5.389, 3.275, -0.013], [4.795, 0.885, -0.231], [-3.749, -0.801, -0.708], [-3.352, -1.462, 0.583], [-1.927, -1.268, 0.881], [-4.787, -1.055, -0.921], [-3.136, -1.157, -1.540], [-3.689, 0.280, -0.645], [-3.531, -2.536, 0.518], [-3.931, -1.061, 1.414], [-1.732, -1.824, 1.643], [0.216, -5.555, -2.930], [0.338, -4.527, -1.139], [0.403, -5.192, 0.077], [0.510, -4.454, 1.248], [0.518, -3.077, 1.173], [0.423, -2.439, -0.003], [0.351, -3.142, -1.141], [0.382, -6.274, 0.113], [0.591, -4.944, 2.208], [0.628, -2.461, 2.058], [0.312, -2.581, -2.066]]
}

***

{
  "formula": "C16H23OSi",
  "method": "ωB97M-V/def2-TZVPD",
  "total_charge": 1,
  "lumo_energy_ev": -5.91,
  "mol_weight_g_mol": 259.4,
  "energy_ev": -26883.2034,
  "homo_ev": -11.2,
  "elements": ["C", "C", "C", "C", "C", "C", "C", "C", "C", "H", "H", "H", "H", "H", "H", "H", "H", "H", "H", "H", "C", "Si", "C", "C", "C", "C", "C", "C", "O", "H", "H", "H", "H", "H", "H", "H", "H", "H", "H", "H", "H"],
  "xyz": [[-3.063, 2.267, -0.198], [-2.751, 0.857, 0.155], [-2.469, 0.607, 1.590], [-3.040, -0.196, -0.747], [-2.609, -1.540, -0.502], [-2.904, -2.569, -1.385], [-3.641, -2.322, -2.552], [-4.077, -1.018, -2.827], [-3.786, 0.022, -1.955], [-2.873, 2.483, -1.255], [-4.116, 2.526, 0.006], [-2.451, 2.952, 0.400], [-2.023, -0.366, 1.797], [-1.790, 1.379, 1.966], [-3.382, 0.674, 2.205], [-2.037, -1.756, 0.401], [-2.559, -3.580, -1.163], [-3.870, -3.136, -3.243], [-4.654, -0.814, -3.731], [-4.161, 1.026, -2.170], [4.610, 0.229, 2.274], [3.617, -0.496, 0.858], [4.718, -0.804, -0.628], [2.734, -2.058, 1.393], [2.277, 0.718, 0.364], [1.966, 1.991, 0.808], [0.851, 2.450, 0.044], [0.506, 1.419, -0.800], [1.363, 0.365, -0.629], [5.380, -0.492, 2.583], [5.122, 1.159, 1.988], [3.983, 0.442, 3.150], [5.495, -1.547, -0.398], [4.125, -1.179, -1.472], [5.217, 0.120, -0.953], [3.451, -2.837, 1.686], [2.071, -1.862, 2.247], [2.117, -2.447, 0.571], [2.498, 2.524, 1.594], [0.382, 3.425, 0.125], [-0.228, 1.383, -1.595]]
}